Molecular formula: C46H117N7O16
Method: DFT, ωB97M-V/def2-TZVPD

Structure (ORCA input):
```
! RIJCOSX wB97M-V def2-TZVPD def2/J DEFGRID3
* xyz 0 1
H 1.73 -12.04 -6.32
H -7.79 1.77 2.25
O 5.93 9.01 0.76
C -1.68 1.36 -0.50
H -1.37 8.34 3.95
O 1.81 -2.26 6.29
H -5.41 -10.26 4.36
H -5.16 -16.79 4.65
H 6.38 -0.42 2.87
H -3.72 -4.86 -1.12
N -10.24 8.17 -1.59
H 6.69 1.55 5.74
H 2.44 6.53 -5.70
H -12.66 8.14 2.08
H 6.28 8.38 -1.28
H -1.44 -2.16 1.39
H 5.44 7.95 -5.88
H 2.45 -12.12 -4.79
H -8.98 9.71 -2.25
N 3.91 -0.17 6.88
H -11.80 8.55 -2.80
O -1.85 -16.31 4.66
H 2.24 -4.25 6.08
O 4.10 6.52 -6.63
H -5.18 -12.48 7.23
H -0.03 -16.08 3.93
H 5.28 7.34 -0.18
H 2.64 -9.78 -5.90
H 1.74 -1.41 8.26
H -6.22 -14.67 6.02
C 2.74 6.31 -6.72
H -6.19 -2.94 0.60
H -2.96 -17.95 4.40
H -1.21 -16.21 2.63
H 7.63 -0.06 4.10
H -1.86 -4.12 0.57
H -3.42 -16.71 3.25
C -5.17 -14.43 6.19
C -7.84 2.70 0.33
C 2.40 0.01 6.88
H -3.82 -12.86 6.15
H -1.25 -4.43 -1.08
H 0.23 -2.53 0.70
H 4.17 -0.82 6.15
H -5.72 -2.50 -1.02
H 4.54 -0.79 -4.80
H 7.60 16.51 4.29
C -3.13 -16.88 4.29
C 6.75 0.32 3.58
H -4.09 -11.36 4.40
H 1.92 -3.97 7.66
H 4.57 8.73 -0.75
H 4.22 -8.43 -7.85
H -3.58 -3.18 -1.86
H 3.79 8.12 -5.43
H -6.68 1.07 1.08
C 3.28 1.50 -5.66
H 2.26 7.01 -7.40
H 5.40 -14.04 -6.05
O 4.63 1.31 -5.15
C -5.66 8.46 -3.13
C 2.53 4.91 -7.18
H 1.30 7.25 1.79
H 8.12 -10.91 -6.46
H -1.43 6.94 4.70
O 6.63 14.86 3.72
O -5.65 -12.08 5.36
C -12.94 9.06 1.58
C 2.71 -12.00 -5.84
H 2.19 0.73 7.66
H 6.93 10.77 -0.19
H -9.93 8.41 -0.66
O -4.19 -3.41 0.14
C -7.70 1.43 1.22
H -3.38 -14.51 5.09
C 2.38 -3.46 6.81
H 4.20 1.72 5.95
C -4.27 -16.44 5.16
C 4.43 7.85 -6.28
H 4.23 8.51 -7.12
H 6.35 -0.13 6.22
H 5.31 -12.36 -6.01
H 8.72 15.22 3.76
H -8.50 0.72 1.03
C 6.07 -9.49 -7.27
H -9.53 8.58 -3.53
N -1.49 -2.46 -0.56
H -2.65 1.85 -0.48
C 1.53 -1.22 7.20
H 2.22 0.56 5.95
C 7.75 15.69 3.60
H -12.83 9.70 2.45
H -5.27 8.52 -4.14
H 7.02 1.24 3.05
H 7.98 9.50 0.61
C -12.49 8.70 -0.68
C -3.38 -3.83 -1.01
N 3.78 -10.46 -7.51
H -7.39 7.92 -1.33
O -1.72 0.38 0.49
H 1.49 4.74 -7.44
H 2.15 2.56 -7.35
H 4.75 -13.35 -4.54
H -0.13 -0.04 1.51
H -13.44 9.10 -1.04
C 4.84 0.15 -4.35
H 8.63 -10.57 -8.09
H -2.43 -2.11 -0.49
H 3.46 -3.43 6.92
N 5.69 11.93 1.74
C -7.85 8.00 -2.31
H -1.86 6.98 2.98
C 4.74 1.04 6.61
C -4.89 -10.95 5.02
H 2.85 0.52 -5.88
H 4.22 -11.35 -7.70
H 7.56 13.65 2.42
H -7.98 6.99 -2.70
H -5.23 9.30 -2.57
H 8.04 -12.16 -7.72
C -0.52 -0.38 0.55
O 6.49 -10.85 -7.73
O 0.60 7.74 2.22
H 2.99 4.75 -8.15
C 5.62 12.89 2.79
C 7.88 -11.10 -7.51
H 0.49 -0.91 7.22
H 6.84 10.39 2.75
H -7.77 2.34 -0.69
H -4.74 -14.94 7.05
O -12.07 9.34 0.47
O -9.06 3.26 0.48
H 3.97 4.22 -5.96
H 6.75 -8.75 -7.68
H 4.89 -9.44 -8.97
C 6.57 14.02 2.66
H 4.13 0.24 -3.53
H 0.46 5.99 3.32
H 6.14 -9.55 -6.18
C -4.90 -12.87 6.24
C 7.04 10.06 0.63
C 0.29 7.07 3.34
O 5.64 0.53 4.45
H 2.65 1.82 -4.83
N 3.04 3.92 -6.20
O 3.49 -13.15 -6.19
H 6.12 14.52 1.79
C -1.87 -3.78 -0.47
C 4.80 -13.24 -5.62
H -5.93 -4.21 -0.53
H 4.91 1.55 7.56
C 4.72 -9.40 -7.90
C -5.55 -3.23 -0.23
H -0.54 -17.61 3.58
C 3.09 2.57 -6.79
C 5.94 0.76 5.75
H -0.94 2.15 -0.39
C -1.13 7.31 3.72
H 4.77 11.52 1.64
H -12.63 7.62 -0.75
H -14.00 9.03 1.32
H -7.06 3.41 0.60
H 7.71 16.28 2.68
H -1.48 0.98 -1.50
H -11.25 9.96 -1.99
C 5.55 8.36 -0.47
H -4.12 -16.81 6.18
C -0.71 -1.98 0.61
N -4.30 -14.93 5.15
O -7.05 8.68 -3.27
H 5.78 0.28 -3.80
H 7.79 11.55 1.86
C -9.21 8.67 -2.49
H 0.86 7.40 4.21
H 4.67 13.41 2.84
H 3.88 2.42 -7.53
H -9.24 3.95 -0.16
H 5.76 12.48 3.79
H -4.54 -10.34 5.84
C -0.93 -16.59 3.61
C -11.49 8.91 -1.82
H 0.27 -0.11 -0.15
H 4.27 -10.51 -5.49
H -5.42 7.46 -2.77
C 3.36 -10.58 -6.09
C 6.84 11.03 1.86
*
```

Summary:
HOMO level = -8.4768 eV
Orbital gap = 0.32522 Eh
E_LUMO = 0.014 Eh
Maximum force = 3.50 eV Å⁻¹
Calculated total energy = -92772.191 eV